No. 1
Formula: C6H20B2Br6Na3
Source: the OMol25 dataset
Level of theory: ωB97M-V/def2-TZVPD

Geometry as XYZ:
```
37
C6H20B2Br6Na3 | the OMol25 dataset | ωB97M-V/def2-TZVPD
Na 2.288 1.692 -4.348
Na 3.736 2.387 0.709
Na 0.463 5.482 -1.166
B 5.365 0.401 -1.706
H 6.101 0.971 -1.162
H 4.808 1.119 -2.288
H 5.768 -0.379 -2.333
H 4.643 -0.090 -1.072
B 0.294 1.937 -0.996
H 1.237 2.422 -1.197
H -0.288 2.512 -0.293
H -0.181 1.781 -1.952
H 0.594 0.993 -0.569
Br -6.725 2.431 -0.986
C -5.148 1.389 -0.342
C -5.054 1.575 1.174
Br -4.575 3.463 1.558
H -4.276 1.666 -0.936
H -5.412 0.402 -0.720
H -4.377 0.920 1.722
H -6.070 1.435 1.543
Br 0.668 -4.797 -0.954
C 0.960 -3.410 -2.343
C -0.329 -3.077 -3.098
Br 0.100 -1.793 -4.529
H 1.649 -3.882 -3.045
H 1.344 -2.548 -1.797
H -1.011 -2.456 -2.517
H -0.660 -4.008 -3.557
Br -0.727 -3.078 4.721
C -0.224 -1.182 4.883
C 1.242 -0.953 4.422
Br 1.815 0.934 4.630
H -0.445 -0.916 5.917
H -0.952 -0.656 4.267
H 1.434 -1.131 3.364
H 1.943 -1.556 5.000
```

The energy relative to the best compared isomer or geometry (same formula, charge and spin) comes out at 3.826 eV. The value obtained for the HOMO-LUMO gap is 5.65 eV. As for the charge: +1.

No. 2
Formula: C3H3NO2
Source: the OMol25 dataset
Level of theory: ωB97M-V/def2-TZVPD

Geometry as XYZ:
```
9
C3H3NO2 | the OMol25 dataset | ωB97M-V/def2-TZVPD
N -1.442 -0.993 -1.842
C -0.861 -0.682 -0.892
C -0.131 -0.280 0.323
O 1.003 -1.052 0.616
C 0.189 1.226 0.275
O -0.583 2.051 -0.133
H -0.820 -0.430 1.164
H 1.453 -1.316 -0.196
H 1.190 1.475 0.684
```

The energy relative to the best compared isomer or geometry (same formula, charge and spin) comes out at 1.893 eV. The value obtained for the HOMO-LUMO gap is 10.89 eV. Its SMILES is N#C[C@@H](O)C=O.

No. 3
Formula: C6H6BrNO3
Source: the OMol25 dataset
Level of theory: ωB97M-V/def2-TZVPD

Geometry as XYZ:
```
17
C6H6BrNO3 | the OMol25 dataset | ωB97M-V/def2-TZVPD
O 1.633 -2.102 0.956
N 1.907 -1.309 0.123
O 2.879 -1.334 -0.553
C 0.951 0.055 0.063
Br 2.143 1.360 -0.568
C 0.332 0.380 1.370
C -0.870 0.970 1.368
C -1.569 1.231 0.115
C -1.177 0.635 -1.043
C -0.060 -0.297 -1.041
O -0.591 -1.627 -0.897
H 0.853 0.111 2.300
H -1.328 1.361 2.393
H -2.492 1.797 0.316
H -1.774 0.706 -2.005
H 0.635 -0.306 -1.924
H -1.472 -1.631 -0.972
```

The energy relative to the best compared isomer or geometry (same formula, charge and spin) comes out at 4.143 eV. The value obtained for the HOMO-LUMO gap is 9.12 eV. Its SMILES is O=[N+]([O-])[C@]1(Br)C=CC=C[C@@H]1O.

No. 4
Formula: C3H2N2O2
Source: the OMol25 dataset
Level of theory: ωB97M-V/def2-TZVPD

Geometry as XYZ:
```
9
C3H2N2O2 | the OMol25 dataset | ωB97M-V/def2-TZVPD
H -0.394 1.018 2.193
N 0.437 1.073 1.613
C 0.306 0.432 0.539
C 1.307 0.802 -0.451
N 2.054 1.416 -1.084
O -0.806 -0.303 0.235
C -0.927 -1.238 -0.770
O -2.001 -1.668 -1.048
H 0.026 -1.533 -1.229
```

The energy relative to the best compared isomer or geometry (same formula, charge and spin) comes out at 1.299 eV. The value obtained for the HOMO-LUMO gap is 11.32 eV. Its SMILES is [H]/N=C(/C#N)OC=O.

No. 5
Formula: C6H6
Source: the OMol25 dataset
Level of theory: ωB97M-V/def2-TZVPD

Geometry as XYZ:
```
12
C6H6 | the OMol25 dataset | ωB97M-V/def2-TZVPD
C 0.799 -1.615 -1.873
C 0.346 -0.549 -0.977
C -0.029 0.332 -0.245
C -0.491 1.403 0.643
C -2.536 1.185 2.079
C -1.299 0.870 1.814
H 1.451 -2.319 -1.347
H -0.051 -2.176 -2.273
H 1.359 -1.202 -2.717
H -1.097 2.118 0.077
H 0.366 1.961 1.035
H -0.842 0.160 2.508
```

The energy relative to the best compared isomer or geometry (same formula, charge and spin) comes out at 5.551 eV. The value obtained for the HOMO-LUMO gap is 9.42 eV.

No. 6
Formula: H8NNbO2P
Source: the OMol25 dataset
Level of theory: ωB97M-V/def2-TZVPD

Geometry as XYZ:
```
13
H8NNbO2P | the OMol25 dataset | ωB97M-V/def2-TZVPD
N -1.328 -1.751 0.714
Nb 0.123 -0.869 -0.540
P 0.086 1.488 0.528
O 1.543 1.947 1.139
O -0.139 2.658 -0.638
H -1.943 -2.395 0.265
H -0.982 -2.163 1.556
H -1.141 -0.262 -1.769
H 1.370 -0.087 -1.640
H 1.522 -1.133 0.614
H 0.589 -2.371 -1.475
H 1.378 2.257 2.019
H -1.079 2.682 -0.774
```

The value obtained for the HOMO-LUMO gap is 6.38 eV. As for the charge: -1.

No. 7
Formula: C23H18BiN5O4S
Source: the OMol25 dataset
Level of theory: ωB97M-V/def2-TZVPD

Geometry as XYZ:
```
52
C23H18BiN5O4S | the OMol25 dataset | ωB97M-V/def2-TZVPD
Bi 0.071 0.376 1.090
N -2.508 -3.453 0.277
C -2.049 -2.183 0.398
S -0.983 -1.898 1.740
N -2.517 -1.334 -0.476
N -2.058 -0.055 -0.334
C -2.781 0.853 -0.885
C -4.078 0.547 -1.555
C -4.196 0.629 -2.936
C -5.409 0.350 -3.554
C -6.512 0.000 -2.789
C -6.399 -0.077 -1.405
C -5.185 0.190 -0.792
C -2.315 2.269 -0.832
C -3.035 3.296 -1.434
C -2.550 4.590 -1.346
C -1.375 4.831 -0.655
C -0.735 3.752 -0.068
N -1.192 2.507 -0.154
H -2.035 -4.189 0.768
H -3.041 -3.674 -0.547
H -3.333 0.900 -3.533
H -5.489 0.407 -4.633
H -7.458 -0.214 -3.269
H -7.256 -0.353 -0.804
H -5.089 0.115 0.285
H -3.957 3.084 -1.953
H -3.092 5.405 -1.808
H -0.967 5.829 -0.562
H 0.183 3.889 0.496
C 1.774 1.180 -2.939
O 1.011 1.151 -1.719
C 1.319 0.128 -0.874
O 2.168 -0.675 -1.109
H 1.254 1.878 -3.588
H 1.822 0.193 -3.391
H 2.785 1.530 -2.737
O 2.411 1.416 3.209
C 2.678 0.256 2.951
N 1.923 -0.560 2.136
C 2.533 -1.822 2.028
O 2.133 -2.780 1.421
C 3.791 -1.771 2.862
C 4.749 -2.734 3.102
C 5.803 -2.390 3.946
C 5.876 -1.123 4.524
C 4.899 -0.163 4.271
C 3.867 -0.519 3.431
H 4.675 -3.713 2.645
H 6.579 -3.115 4.160
H 6.704 -0.884 5.178
H 4.947 0.824 4.713
```

The value obtained for the HOMO-LUMO gap is 7.73 eV.

No. 8
Formula: CH3F2N3
Source: the OMol25 dataset
Level of theory: ωB97M-V/def2-TZVPD

Geometry as XYZ:
```
9
CH3F2N3 | the OMol25 dataset | ωB97M-V/def2-TZVPD
H -1.315 2.143 -0.110
N -0.386 1.691 -0.062
C -0.548 0.502 -0.055
F -1.942 0.132 -0.011
N 0.013 -0.714 0.011
N 1.290 -0.995 0.135
F 2.180 0.114 0.151
H -0.809 -1.163 0.602
H 1.517 -1.708 -0.661
```

The energy relative to the best compared isomer or geometry (same formula, charge and spin) comes out at 1.678 eV. The value obtained for the HOMO-LUMO gap is 10.12 eV. Its SMILES is [H]/N=C(\F)NNF.